Formula: C18H47Li3N3O2
Source: the Open Molecules 2025 dataset
Level of theory: the ωB97M-V functional and the def2-TZVPD basis

LUMO energy in Ha: -0.117
ΔE to the lowest compared entry with this formula, charge and spin in kcal/mol: 0.0
Highest occupied orbital energy in eV: -11.756
E_tot in Eh: -1051.28919
M in g/mol: 358.42

```
! wB97M-V def2-TZVPD RIJCOSX def2/J DEFGRID3
* xyz 1 1
Li -4.810 -17.811 14.907
Li -4.220 -15.271 15.624
Li -6.779 -16.112 15.590
O -5.093 -16.730 16.641
H -5.084 -17.080 17.523
O -3.829 -16.361 14.027
H -3.055 -15.812 13.948
C -1.817 -15.507 17.679
C -1.647 -14.254 16.777
N -2.946 -13.783 16.326
C -3.897 -13.535 17.443
C -3.332 -12.550 18.509
C -2.947 -12.599 15.422
C -2.068 -12.860 14.202
H -2.160 -15.135 18.653
H -0.909 -16.074 17.865
H -2.596 -16.211 17.388
H -1.062 -13.511 17.321
H -1.082 -14.672 15.946
H -4.812 -13.029 17.117
H -4.225 -14.420 17.987
H -2.633 -13.107 19.136
H -2.765 -11.756 18.022
H -4.087 -12.089 19.141
H -2.587 -11.699 15.926
H -3.985 -12.527 15.099
H -0.998 -12.920 14.378
H -2.225 -12.029 13.506
H -2.380 -13.743 13.643
C -2.070 -18.961 16.274
C -3.304 -19.873 16.348
N -4.117 -19.772 15.156
C -3.427 -20.348 13.973
C -4.237 -20.119 12.709
C -5.467 -20.346 15.345
C -5.535 -21.795 15.892
H -1.347 -19.325 15.538
H -1.488 -18.935 17.193
H -2.392 -17.990 15.898
H -3.003 -20.888 16.623
H -3.908 -19.533 17.197
H -2.501 -19.792 13.861
H -3.234 -21.422 14.047
H -4.561 -19.074 12.647
H -3.672 -20.359 11.810
H -5.159 -20.703 12.644
H -6.114 -20.296 14.472
H -5.899 -19.663 16.092
H -4.719 -22.150 16.521
H -5.460 -22.469 15.036
H -6.462 -21.903 16.451
C -8.280 -18.282 18.361
C -8.571 -16.792 18.159
N -8.661 -16.370 16.746
C -9.110 -14.987 16.523
C -8.415 -13.943 17.399
C -9.319 -17.321 15.843
C -10.792 -17.577 16.124
H -7.378 -18.541 17.801
H -9.058 -18.979 18.052
H -8.060 -18.460 19.412
H -9.426 -16.419 18.726
H -7.646 -16.323 18.500
H -10.202 -14.928 16.549
H -8.807 -14.743 15.493
H -7.338 -13.916 17.218
H -8.574 -14.206 18.444
H -8.830 -12.959 17.194
H -9.099 -17.039 14.802
H -8.758 -18.264 15.863
H -11.443 -16.767 15.808
H -11.080 -18.468 15.559
H -10.952 -17.835 17.170
*
```